# 1
ORCA calculation (ωB97M-V with the def2-TZVPD basis set) on a molecular structure, C20H20CdF6NO4S2Si.

Calculated values
Charge: -1
Highest occupied orbital energy in eV: -5.94
Lowest unoccupied orbital energy in eV: 2.9
ΔE to the lowest compared entry with this formula, charge and spin in kcal per mole: 4.9
Strongest force on any atom in Eh/bohr: 0.0042
Frontier orbital gap in eV: 8.79
E_tot in eV: -81162.84430

Positions of all 55 atoms, in Å:
Cd -0.85 1.52 0.70
F 0.01 -4.41 -1.35
C -1.02 -3.56 -1.35
F -2.01 -4.11 -0.63
F -1.45 -3.41 -2.60
S -0.56 -1.95 -0.60
O -1.75 -1.15 -0.72
O -0.07 -2.25 0.72
N 0.56 -1.54 -1.64
S 1.72 -0.56 -1.24
O 1.29 0.53 -0.38
O 2.48 -0.23 -2.41
C 2.92 -1.51 -0.18
F 4.15 -1.02 -0.38
F 2.64 -1.42 1.11
F 2.94 -2.80 -0.53
C -3.51 0.56 -4.83
C -2.33 0.11 -4.25
C -1.78 0.79 -3.18
C -2.38 1.94 -2.67
C -3.57 2.38 -3.27
C -4.13 1.70 -4.34
Si -1.59 2.88 -1.24
C -0.19 3.94 -1.93
C -0.30 5.33 -2.04
C 0.74 6.09 -2.57
C 1.91 5.48 -2.99
C 2.04 4.10 -2.88
C 1.01 3.34 -2.35
H -3.95 0.03 -5.67
H -1.85 -0.79 -4.62
H -0.88 0.40 -2.73
H -4.06 3.27 -2.88
H -5.05 2.06 -4.78
H -2.63 3.86 -0.78
H -1.21 5.82 -1.72
H 0.62 7.17 -2.65
H 2.71 6.08 -3.40
H 2.95 3.61 -3.20
H 1.14 2.27 -2.25
C -0.23 -0.03 6.00
C 0.28 -0.71 4.72
C -0.31 -2.12 4.61
C 1.81 -0.81 4.77
C -0.12 0.07 3.54
C -0.43 0.71 2.56
H 0.07 -0.61 6.88
H -1.32 0.05 5.98
H 0.18 0.98 6.08
H -0.01 -2.73 5.47
H 0.03 -2.61 3.70
H -1.40 -2.08 4.58
H 2.13 -1.39 5.63
H 2.26 0.19 4.83
H 2.19 -1.28 3.86

Listed below, in e, are the Löwdin charges computed for each atom: 1.104 0.133 -0.684 0.129 0.130 0.545 -0.324 -0.284 -0.299 0.554 -0.425 -0.282 -0.671 0.124 0.133 0.130 -0.105 -0.081 -0.117 -0.355 -0.126 -0.109 0.540 -0.360 -0.130 -0.110 -0.109 -0.087 -0.108 0.093 0.103 0.068 0.085 0.092 -0.069 0.084 0.092 0.092 0.102 0.068 -0.070 -0.647 -0.058 -0.059 -0.229 -0.216 0.076 0.080 0.080 0.078 0.079 0.084 0.078 0.083 0.075

---

# 2
ORCA calculation (ωB97M-V with the def2-TZVPD basis set) on a molecular structure, C20H20CoN3O6S2.

Calculated values
Charge: -1
Highest occupied orbital energy (alpha / beta) in eV: -5.62 / -5.62
Lowest unoccupied orbital energy (alpha / beta) in eV: 1.4 / 1.3
ΔE to the lowest compared entry with this formula, charge and spin in kcal per mole: 0.0
Strongest force on any atom in Eh/bohr: 0.0109
Multiplicity: 4
Frontier orbital gap (alpha / beta) in eV: 6.99 / 6.94
Expectation value of S²: 3.76
E_tot in eV: -97120.73036

Positions of all 52 atoms, in Å:
Co -1.41 1.64 -0.37
O -4.29 -0.55 -2.06
C -3.70 0.08 -1.21
O -2.71 0.89 -1.50
C -4.15 -0.03 0.25
C -5.02 -1.10 0.48
C -5.55 -1.36 1.73
C -5.22 -0.53 2.79
C -4.37 0.54 2.58
C -3.81 0.82 1.33
S -2.77 2.27 1.31
H -5.26 -1.72 -0.36
H -6.21 -2.21 1.88
H -5.62 -0.71 3.78
H -4.11 1.19 3.41
O 5.96 -5.20 -1.95
S 4.63 -5.49 -1.45
O 3.55 -5.22 -2.39
O 4.50 -6.73 -0.71
C 4.40 -4.24 -0.15
N 5.32 -4.20 0.83
C 5.17 -3.27 1.75
C 4.13 -2.35 1.73
C 3.22 -2.49 0.70
N 3.35 -3.42 -0.23
C 2.05 -1.58 0.52
C 1.30 -1.65 -0.65
C 0.25 -0.77 -0.84
N -0.06 0.17 0.06
C 0.62 0.21 1.21
C 1.67 -0.64 1.48
H 5.92 -3.24 2.54
H 4.05 -1.58 2.48
H 1.55 -2.40 -1.39
H -0.36 -0.80 -1.73
H 0.30 0.96 1.93
H 2.18 -0.56 2.42
C -1.92 4.39 -2.03
C -1.05 4.48 -0.79
O -0.17 3.33 -0.66
C 1.04 3.46 -1.43
C 2.03 2.39 -1.03
H -2.67 5.18 -1.99
H -2.45 3.44 -2.08
H -1.34 4.51 -2.95
H -1.66 4.50 0.11
H -0.42 5.37 -0.81
H 1.45 4.45 -1.23
H 0.80 3.39 -2.49
H 2.23 2.43 0.04
H 2.96 2.55 -1.57
H 1.66 1.39 -1.28

Listed below, in e, are the Löwdin charges computed for each atom: 0.520 0.046 -0.582 -0.164 -0.135 -0.038 -0.095 -0.102 -0.156 -0.571 0.624 0.112 0.096 0.097 0.082 -0.363 0.381 -0.370 -0.360 -0.321 0.125 -0.124 -0.009 -0.231 0.159 -0.116 0.028 -0.090 -0.034 -0.117 0.003 0.106 0.096 0.126 0.126 0.113 0.108 -0.058 -0.254 -0.269 -0.237 -0.057 0.087 0.065 0.077 0.076 0.117 0.121 0.126 0.085 0.089 0.061

---

# 3
ORCA calculation (ωB97M-V with the def2-TZVPD basis set) on a single C20H20F2N6O2 molecule.

Calculated values
Charge: 0
Structure (SMILES): CN1C[C@H](c2ccc3c(nnn3C)c2Oc2ccc(F)cc2F)[C@H]2CNN[C@H]2C1=O
Highest occupied orbital energy in eV: -7.88
Lowest unoccupied orbital energy in eV: 0.0
ΔE to the lowest compared entry with this formula, charge and spin in kcal per mole: 0.0
Strongest force on any atom in Eh/bohr: 0.1029
Frontier orbital gap in eV: 7.89
E_tot in eV: -39530.64129

Positions of all 50 atoms, in Å:
C -2.91 0.62 3.48
N -1.56 0.87 3.00
C -1.26 0.53 1.55
C 0.14 1.28 1.15
C 0.52 1.06 -0.27
C 0.75 2.22 -1.00
C 0.95 2.16 -2.42
C 1.01 0.92 -3.03
C 0.87 -0.23 -2.28
N 1.09 -1.32 -3.12
N 1.06 -0.91 -4.35
N 1.11 0.49 -4.35
C 1.08 1.33 -5.51
C 0.48 -0.15 -0.92
O 0.30 -1.39 -0.28
C -0.72 -2.22 -0.78
C -0.58 -3.63 -0.39
C -1.40 -4.63 -0.90
C -2.34 -4.20 -1.81
F -3.07 -5.18 -2.38
C -2.42 -2.90 -2.23
C -1.69 -1.88 -1.73
F -2.09 -0.62 -2.08
C 1.25 0.68 2.04
C 2.66 1.37 1.83
N 3.20 1.35 3.22
N 2.09 1.72 4.03
C 0.99 0.88 3.55
C -0.55 1.17 3.86
O -0.81 1.45 4.96
H -3.65 0.54 2.63
H -2.91 -0.35 4.02
H -3.29 1.50 4.12
H -1.13 -0.47 1.45
H -2.13 0.90 0.96
H 0.10 2.33 1.40
H 0.83 3.13 -0.55
H 0.77 3.13 -2.90
H 1.69 2.21 -5.34
H 0.08 1.66 -5.72
H 1.45 0.75 -6.43
H 0.17 -3.99 0.35
H -1.35 -5.71 -0.68
H -3.14 -2.80 -3.06
H 1.34 -0.40 1.88
H 3.24 0.83 1.16
H 2.57 2.46 1.46
H 3.90 2.08 3.31
H 2.18 1.57 5.01
H 1.13 -0.17 4.07

Listed below, in e, are the Löwdin charges computed for each atom: -0.056 -0.101 -0.013 -0.166 -0.152 0.006 0.023 -0.183 -0.156 0.089 0.082 -0.118 -0.030 -0.124 0.019 -0.142 0.033 -0.012 -0.293 0.060 0.042 -0.206 0.079 -0.206 -0.127 -0.073 -0.043 -0.176 -0.451 0.091 0.095 0.096 0.111 0.070 0.135 0.146 0.086 0.112 0.082 0.076 0.120 0.129 0.134 0.152 0.142 0.087 0.141 0.105 0.112 0.175

---

# 4
ORCA calculation (ωB97M-V with the def2-TZVPD basis set) on a single C20H20N2O3S molecule.

Calculated values
Charge: 0
Structure (SMILES): COc1cccc([C@@H]2NC(=S)NC(C)=C2C(=O)c2ccccc2)c1OC
Highest occupied orbital energy in eV: -8.32
Lowest unoccupied orbital energy in eV: 0.0
ΔE to the lowest compared entry with this formula, charge and spin in kcal per mole: 33.1
Strongest force on any atom in Eh/bohr: 0.0131
Frontier orbital gap in eV: 8.34
E_tot in eV: -41022.14918

Positions of all 46 atoms, in Å:
C -3.69 -1.87 -0.39
O -2.98 -2.24 0.77
C -1.72 -1.79 1.00
C -1.30 -1.88 2.33
C -0.05 -1.45 2.72
C 0.80 -0.88 1.79
C 0.41 -0.78 0.46
C 1.36 -0.15 -0.55
N 2.45 -1.08 -0.86
C 3.71 -0.97 -0.42
S 4.81 -2.18 -0.59
N 4.07 0.22 0.14
C 3.22 1.28 0.31
C 3.84 2.51 0.86
C 1.90 1.16 -0.02
C 0.96 2.24 0.23
O 1.27 3.30 0.74
C -0.47 2.00 -0.16
C -1.43 1.86 0.84
C -2.76 1.71 0.50
C -3.15 1.71 -0.83
C -2.20 1.85 -1.82
C -0.86 2.00 -1.49
C -0.83 -1.27 0.04
O -1.16 -1.21 -1.30
C -0.82 -2.36 -2.04
H -3.50 -0.83 -0.66
H -3.45 -2.51 -1.24
H -4.75 -2.00 -0.13
H -2.00 -2.30 3.04
H 0.25 -1.53 3.75
H 1.77 -0.51 2.09
H 0.80 0.02 -1.48
H 2.18 -1.99 -1.21
H 5.04 0.31 0.40
H 3.66 3.36 0.21
H 4.91 2.38 1.00
H 3.38 2.77 1.82
H -1.12 1.87 1.87
H -3.50 1.60 1.28
H -4.19 1.60 -1.09
H -2.49 1.86 -2.86
H -0.12 2.13 -2.27
H -1.27 -2.24 -3.02
H 0.26 -2.47 -2.15
H -1.21 -3.27 -1.56

Listed below, in e, are the Löwdin charges computed for each atom: -0.056 -0.059 -0.203 0.005 -0.063 -0.022 -0.110 -0.184 0.080 -0.895 0.612 0.071 -0.205 0.000 -0.063 -0.314 0.089 -0.162 -0.017 -0.071 -0.102 -0.072 -0.030 -0.165 -0.137 -0.057 0.071 0.086 0.098 0.121 0.107 0.121 0.141 0.117 0.128 0.098 0.083 0.098 0.127 0.110 0.106 0.107 0.125 0.101 0.082 0.102

---

- Which of these has the lowest strongest force on any atom?
  C20H20CdF6NO4S2Si